No. 1
C31H61Cl2NO4P | ωB97M-V/def2-TZVPD

XYZ file:
```
100
Properties=species:S:1:pos:R:3:forces:R:3
C -3.8729 3.2114 -5.3923 -0.45 -0.46 0.22
C -3.9172 1.6898 -5.5324 0.77 0.11 -0.60
C -2.5958 1.1191 -6.1413 -0.76 0.09 -0.39
O -1.6193 2.1169 -6.4309 -0.24 -0.44 1.30
C -0.4857 2.0991 -5.5894 0.76 -0.20 0.03
N 0.6512 1.7813 -6.4552 0.02 0.52 -0.06
C 0.9269 2.9874 -7.1291 -0.44 -1.15 3.63
O 1.0834 3.1414 -8.2719 0.87 0.50 -3.04
C 0.9330 4.0028 -5.9847 -2.25 1.21 -1.12
C 0.4287 5.3370 -6.5079 0.28 -2.51 0.31
Cl -1.1085 5.2604 -7.3069 0.03 0.10 0.06
C 1.0756 6.4478 -6.3794 0.44 2.24 -0.23
C 0.5360 7.7567 -6.8679 0.12 0.03 0.69
Cl 2.6432 6.4702 -5.6153 -0.04 0.20 -0.05
C -0.1240 3.4752 -4.9412 2.03 -1.19 -0.69
C 0.6803 3.3072 -3.6370 -0.20 0.28 -0.34
O -0.0813 3.3942 -2.4429 0.07 -0.33 -0.20
C -0.9410 2.3077 -2.1940 -0.36 -0.07 0.47
C -0.2445 1.1039 -1.5714 0.07 0.64 0.01
O 0.5251 0.3279 -2.4706 -0.53 -0.17 0.35
C -0.1322 -0.8217 -2.9699 0.56 -0.82 -0.84
C 0.9327 -1.9170 -3.1549 -0.58 0.80 0.24
H -3.1214 3.5442 -4.6829 0.07 0.06 0.10
H -4.8545 3.5429 -5.0542 0.05 0.20 0.05
H -3.6622 3.6603 -6.3546 0.07 0.17 -0.10
H -4.1517 1.1845 -4.5964 -0.03 0.09 0.10
H -4.7035 1.4598 -6.2499 -0.20 -0.14 0.18
H -2.1920 0.3137 -5.5261 0.23 0.12 0.18
H -2.8406 0.6605 -7.0995 0.04 -0.01 -0.07
H -0.4697 1.3542 -4.7935 -0.83 -0.30 -0.17
H 0.5085 0.9868 -7.0676 -0.14 0.05 0.00
H 1.9480 4.0457 -5.6099 0.00 0.17 0.18
H 0.8357 8.5518 -6.1913 0.29 0.19 -0.17
H -0.5450 7.7156 -6.8044 -0.15 0.02 -0.27
H 0.8433 7.9575 -7.8896 0.07 0.16 -0.06
H -0.9678 4.1342 -4.7951 -0.16 0.08 -0.18
H 1.3829 4.1363 -3.5970 -0.06 0.13 0.29
H 1.2845 2.3964 -3.7202 -0.13 -0.11 0.26
H -1.6576 2.6564 -1.4458 0.02 0.14 0.04
H -1.5514 2.0390 -3.0617 0.14 -0.09 -0.17
H 0.4327 1.4980 -0.8108 0.18 0.07 -0.09
H -0.9780 0.5078 -1.0160 -0.10 -0.25 -0.27
H -0.5531 -0.6532 -3.9669 -0.22 0.35 0.08
H -0.9597 -1.1636 -2.3427 0.12 0.17 0.34
H 0.4594 -2.8870 -3.2843 0.13 -0.12 0.00
H 1.5730 -1.8779 -2.2768 0.15 -0.38 0.03
H 1.5199 -1.6642 -4.0319 0.21 -0.16 -0.04
C -0.5438 -6.0027 5.7807 -0.09 0.04 -0.04
C -0.8077 -5.3561 4.4236 0.17 -0.13 0.19
C 0.4807 -5.0232 3.6672 -0.53 0.13 -0.23
C 1.2478 -3.7909 4.1695 0.52 -0.56 0.27
P 0.6375 -2.1645 3.7121 -0.10 0.04 -0.56
C 0.3550 -2.2033 1.9228 -0.23 -0.12 -0.36
C 1.4574 -2.6837 0.9681 0.33 -0.07 -0.03
C 2.6521 -1.7565 0.7234 0.05 0.15 0.15
C 2.2867 -0.3170 0.3761 0.10 -0.11 0.04
C 1.9220 -0.9431 3.9790 0.73 0.34 0.36
C 2.4821 -0.6182 5.3717 -0.09 0.10 0.37
C 1.5836 0.1713 6.3238 -0.25 -0.16 0.02
C 0.8884 1.3809 5.7076 0.07 -0.06 0.08
C -0.9976 -1.7067 4.3048 -0.93 0.27 0.26
C -1.4113 -1.4561 5.7652 0.38 0.28 0.31
C -0.9288 -2.4482 6.8359 -0.27 0.03 0.17
C -2.0497 -3.3335 7.3760 0.15 -0.11 -0.05
H 0.0849 -5.3791 6.4201 -0.01 -0.01 0.02
H -1.4824 -6.1780 6.3056 0.05 -0.02 0.05
H -0.0470 -6.9662 5.6587 0.03 0.02 -0.01
H -1.4228 -4.4623 4.5530 -0.01 0.00 -0.02
H -1.3945 -6.0504 3.8201 -0.01 0.05 -0.04
H 0.2414 -4.8944 2.6086 0.10 0.00 -0.02
H 1.1476 -5.8857 3.7208 0.07 0.07 0.02
H 2.2532 -3.8393 3.7341 0.00 0.23 -0.02
H 1.4170 -3.8538 5.2466 -0.09 0.13 0.01
H -0.0126 -1.2186 1.6210 0.07 0.05 0.13
H -0.5011 -2.8722 1.7852 -0.03 0.03 0.13
H 0.9799 -2.8657 0.0017 -0.11 -0.01 0.07
H 1.8364 -3.6535 1.3026 -0.07 -0.04 -0.04
H 3.2349 -2.1727 -0.1013 -0.04 -0.07 0.02
H 3.3315 -1.7739 1.5789 -0.01 -0.01 0.01
H 1.7946 -0.2665 -0.5947 -0.01 0.04 0.01
H 3.1867 0.2965 0.3287 -0.03 0.02 -0.06
H 1.6278 0.1398 1.1181 0.01 0.01 0.01
H 1.6456 -0.0249 3.4560 -0.20 -0.09 -0.03
H 2.7809 -1.3375 3.4316 -0.18 -0.11 -0.23
H 3.3929 -0.0348 5.2163 0.01 -0.09 -0.17
H 2.7953 -1.5431 5.8638 0.05 0.02 -0.01
H 2.1839 0.5037 7.1725 0.07 -0.04 -0.04
H 0.8436 -0.5066 6.7514 -0.03 0.04 -0.02
H 1.6094 2.1591 5.4523 -0.04 0.01 -0.06
H 0.1740 1.8026 6.4148 0.05 0.08 -0.01
H 0.3288 1.1262 4.8041 -0.01 0.02 0.00
H -1.6917 -2.4370 3.8783 0.25 -0.16 -0.14
H -1.2268 -0.7802 3.7633 0.15 -0.06 -0.15
H -2.5022 -1.4076 5.7840 0.00 -0.12 -0.11
H -1.1031 -0.4479 6.0427 0.09 -0.03 -0.08
H -0.5265 -1.8882 7.6825 0.09 -0.01 -0.06
H -0.1070 -3.0631 6.4659 -0.02 -0.02 -0.03
H -2.7741 -2.7368 7.9307 -0.03 0.02 -0.06
H -1.6479 -4.0837 8.0576 -0.07 -0.01 0.00
H -2.5782 -3.8506 6.5726 -0.01 -0.02 0.02
```
Positions in Å, forces in eV/Å.

Values from the calculation:
- spin multiplicity = 1
- HOMO-LUMO gap (eV) = 8.0
- calculated total energy (eV) = -77143.758
- net charge = +1
- LUMO level (eV) = -2.216

=====

No. 2
C4H11N3O2 | ωB97M-V/def2-TZVPD

XYZ file:
```
20
Properties=species:S:1:pos:R:3:forces:R:3
C -1.5200 -1.2396 0.5905 -0.56 -1.16 0.77
C 0.4034 -1.1251 2.1626 0.34 -0.12 0.97
N 0.7423 -1.7870 3.1844 -0.28 -1.83 -0.05
N -0.3293 -1.8123 1.2052 0.22 1.63 -1.33
N 0.5601 0.2549 1.9742 -0.40 -1.03 0.45
H 1.2581 0.3372 -1.2675 -0.01 0.31 -0.39
H 1.4473 -1.7798 3.8956 0.21 1.39 -0.25
H 0.0146 -2.6818 0.8511 -0.01 -0.25 0.53
H 0.8694 0.5586 1.0702 -0.06 0.45 -0.02
H 0.8771 0.7069 2.8185 0.27 0.20 -0.46
H -1.6460 -1.5807 -0.4448 -0.13 -0.21 0.36
H -1.5058 -0.1690 0.5443 0.18 0.56 0.20
H -2.3567 -1.5704 1.2674 0.16 0.49 -1.14
C 0.2757 0.9277 -3.5118 0.54 -1.53 -0.24
C -0.0578 1.5066 -2.1602 -1.34 -0.53 0.79
O 0.7189 1.1248 -1.1044 0.64 -0.27 0.02
O -1.0343 2.1424 -1.8738 0.47 0.29 -0.85
H 0.9413 1.5228 -4.1236 -0.05 0.55 0.06
H -0.6000 0.6338 -4.1115 0.11 0.60 0.49
H 0.8427 -0.0215 -3.3804 -0.30 0.49 0.08
```
Positions in Å, forces in eV/Å.

Values from the calculation:
- spin multiplicity = 1
- HOMO-LUMO gap (eV) = 8.7
- calculated total energy (eV) = -12890.914
- LUMO level (eV) = 0.279

=====

No. 3
C25H52Cl2N4O14P | ωB97M-V/def2-TZVPD

XYZ file:
```
98
Properties=species:S:1:pos:R:3:forces:R:3
C -1.0376 2.9389 1.1864 0.62 0.17 -0.31
C -0.5533 3.4624 -0.1640 -0.60 -0.49 0.18
O 0.8247 3.8288 -0.1300 0.12 0.20 -0.09
C 1.6379 2.9417 -0.7918 -0.38 0.15 0.02
N 2.9941 3.0232 -0.2204 -0.92 0.88 0.03
C 3.9083 2.2897 -0.7867 0.84 0.24 -0.08
N 3.6666 1.4493 -1.8024 -0.17 -0.25 -1.10
C 5.0052 0.9550 -2.2137 -0.09 0.84 0.05
C 5.6025 0.8815 -0.8315 -0.50 -0.19 -0.15
C 7.0077 0.3764 -0.6281 0.39 0.40 -0.05
Cl 7.5785 1.0101 0.9408 -0.06 0.07 0.05
C 7.9803 0.6372 -1.7843 0.32 0.96 0.66
C 8.0031 2.0886 -2.2892 -0.20 -0.57 0.10
Cl 9.6293 0.2092 -1.2414 -0.02 -0.49 -0.26
N 5.2346 2.2612 -0.4233 -1.01 -0.25 1.34
P 3.5230 4.0673 1.1405 0.95 -0.11 0.34
N 3.7093 5.5269 0.2810 0.07 -0.49 0.43
O 2.2480 4.3792 2.0550 0.06 -0.15 0.11
H -1.5688 2.0046 1.1078 -0.39 -0.18 -0.10
H -0.1643 2.7534 1.7978 0.16 0.01 0.32
H -1.6460 3.6927 1.6506 -0.32 0.11 0.45
H -1.1327 4.3196 -0.4596 0.03 0.53 -0.10
H -0.7463 2.7168 -0.9279 0.24 -0.21 -0.33
H 1.6495 3.1832 -1.8580 0.26 0.05 -0.27
H 1.2920 1.9175 -0.6788 -0.03 -0.36 0.04
H 3.1049 1.8632 -2.5386 -0.34 -0.44 0.01
H 5.4218 1.8270 -2.7020 0.71 -0.23 -0.59
H 5.0626 0.0822 -2.8381 -0.51 -0.42 -0.02
H 4.9011 0.2652 -0.2684 0.39 -0.65 0.21
H 6.9363 -0.6911 -0.5057 0.01 -0.42 0.13
H 7.6997 -0.0382 -2.5746 0.08 -0.38 -0.31
H 7.6088 2.1292 -3.2920 -0.09 0.12 -0.40
H 7.3971 2.7122 -1.6544 -0.10 0.39 0.25
H 9.0095 2.4651 -2.3029 0.30 0.20 -0.02
H 5.2474 2.4269 0.5896 0.83 0.13 -0.13
H 4.0551 6.1837 0.9821 -0.23 0.32 -0.15
H 4.5141 5.3705 -0.3269 -0.12 0.19 -0.24
H 2.4038 3.9018 2.8869 -0.30 0.22 -0.04
C -7.4848 0.1135 -1.1828 -0.05 0.09 0.26
C -6.0171 0.3430 -1.4696 -0.27 -0.29 -0.30
O -5.4544 1.3412 -0.5994 0.14 0.04 0.05
C -5.1571 0.9285 0.6310 -0.06 -0.02 -0.07
O -5.2823 -0.1891 1.0609 0.05 0.09 -0.01
O -4.6791 1.9752 1.3144 0.09 0.00 -0.02
C -4.3771 1.6925 2.6826 0.08 0.05 0.25
H -8.0328 1.0555 -1.2183 0.00 0.00 -0.13
H -7.9152 -0.5711 -1.9131 0.01 0.02 -0.03
H -7.6295 -0.3099 -0.1897 0.05 -0.08 -0.02
H -5.8904 0.7296 -2.4792 0.10 0.19 0.09
H -5.4448 -0.5816 -1.3975 0.03 0.03 0.18
H -3.7186 0.8305 2.7710 -0.10 -0.09 -0.04
H -5.2951 1.5265 3.2430 0.02 -0.13 0.00
H -3.8686 2.5616 3.0907 -0.06 0.11 -0.17
C 9.7872 -4.0573 -0.3847 -0.19 -0.15 0.05
C 10.0544 -3.9369 -1.8709 0.14 0.35 0.34
O 9.8039 -5.1752 -2.5478 -0.07 0.00 -0.11
C 8.5213 -5.4425 -2.7900 0.05 -0.03 -0.03
O 7.5832 -4.7307 -2.5213 0.05 -0.03 -0.03
O 8.4521 -6.6294 -3.3890 -0.01 0.08 0.03
C 7.1242 -7.0864 -3.6590 -0.14 -0.14 -0.08
H 10.3522 -4.8876 0.0394 0.11 0.07 -0.02
H 10.0683 -3.1389 0.1315 0.05 0.01 -0.04
H 8.7323 -4.2510 -0.1914 -0.03 0.06 -0.05
H 11.1042 -3.7063 -2.0405 0.02 -0.20 -0.14
H 9.4672 -3.1372 -2.3222 -0.11 -0.09 -0.02
H 6.5574 -6.3392 -4.2095 0.00 0.07 0.08
H 6.6166 -7.3351 -2.7285 -0.04 0.09 0.00
H 7.2196 -7.9821 -4.2652 0.16 0.01 0.03
C -11.4224 -3.4397 -4.6208 -0.07 0.24 -0.08
C -11.2780 -3.3574 -3.1161 -0.02 -0.40 -0.20
O -11.0768 -2.0053 -2.6771 0.03 0.07 0.11
C -12.1751 -1.2495 -2.6257 0.03 0.00 -0.05
O -13.2943 -1.6022 -2.8918 0.07 0.03 0.04
O -11.8149 -0.0254 -2.2295 0.01 -0.06 0.01
C -12.8877 0.9197 -2.1924 -0.08 0.19 0.05
H -10.5734 -2.9615 -5.1114 0.07 -0.09 0.03
H -11.4753 -4.4799 -4.9413 0.02 -0.01 0.03
H -12.3247 -2.9301 -4.9559 -0.05 -0.06 0.05
H -10.3928 -3.9040 -2.7959 0.07 0.17 0.09
H -12.1369 -3.7926 -2.6067 -0.08 0.14 -0.01
H -13.7206 0.5435 -1.6034 -0.02 -0.08 -0.07
H -13.2175 1.1533 -3.2034 -0.08 -0.08 0.01
H -12.4962 1.8192 -1.7262 0.14 -0.07 0.00
C 0.4225 1.1147 8.1324 -0.16 -0.18 0.06
C 0.5444 1.1784 6.6252 0.15 0.30 0.23
O 0.1383 -0.0517 6.0069 0.03 0.02 -0.16
C -1.1808 -0.2306 5.9031 0.03 -0.13 0.12
O -2.0301 0.5477 6.2522 0.03 0.04 -0.10
O -1.3946 -1.4269 5.3543 0.01 0.08 -0.05
C -2.7774 -1.7837 5.2590 -0.27 -0.15 -0.04
H 0.9642 0.2520 8.5212 0.10 0.06 -0.02
H 0.8271 2.0193 8.5859 0.02 0.01 -0.02
H -0.6182 1.0134 8.4364 -0.02 0.08 -0.04
H 1.5869 1.3182 6.3417 0.00 -0.19 -0.10
H -0.0258 2.0112 6.2126 -0.15 -0.09 0.00
H -3.3480 -1.0072 4.7549 0.01 0.06 0.08
H -3.1850 -1.9644 6.2520 -0.03 0.12 0.01
H -2.8414 -2.7007 4.6810 0.24 0.00 -0.01
```
Positions in Å, forces in eV/Å.

Values from the calculation:
- spin multiplicity = 1
- HOMO-LUMO gap (eV) = 9.3
- calculated total energy (eV) = -95722.811
- net charge = +1
- LUMO level (eV) = -2.511

=====

No. 4
C2H12N2O3 | ωB97M-V/def2-TZVPD

XYZ file:
```
19
Properties=species:S:1:pos:R:3:forces:R:3
C -1.5012 -0.3919 -0.9114 0.46 -0.74 0.66
N -0.3273 0.0047 1.8618 -0.14 -0.31 0.35
C -1.1092 0.8787 1.1239 2.01 -0.15 0.34
N -1.3739 0.7824 -0.0961 -1.83 1.05 -1.18
H -2.4625 -0.8341 -0.6462 0.06 -0.33 0.02
H -1.5726 -0.1975 -1.9772 0.13 0.55 -0.07
H -0.7015 -1.1209 -0.7741 0.02 -0.30 0.07
H 0.4545 -0.3797 1.3361 -0.26 -0.07 -0.14
H 0.0051 0.3887 2.7360 -0.19 -0.02 -0.09
H -1.3072 1.8118 1.6472 -0.30 0.13 -0.04
H 0.4372 -3.2563 0.8216 0.09 0.05 0.04
H 1.8634 -2.6850 0.8853 0.03 -0.02 0.11
O 1.1450 -2.8894 0.2816 -0.11 0.05 -0.16
H 0.8805 2.3580 -2.1969 -0.39 -0.09 -0.10
H -0.2932 1.8683 -1.2124 -0.05 0.24 -0.11
O 0.4981 2.4319 -1.3178 0.40 0.16 0.14
H 1.8224 -0.2999 -0.8616 0.12 0.10 0.30
H 1.5618 1.1685 -0.5288 0.01 0.06 0.17
O 1.9804 0.3617 -0.1710 -0.07 -0.38 -0.28
```
Positions in Å, forces in eV/Å.

Values from the calculation:
- spin multiplicity = 1
- HOMO-LUMO gap (eV) = 9.5
- calculated total energy (eV) = -11390.940
- LUMO level (eV) = 0.658

=====

No. 5
CClFOS | ωB97M-V/def2-TZVPD

XYZ file:
```
5
Properties=species:S:1:pos:R:3:forces:R:3
C 0.9514 -0.4746 -1.0114 2.58 -3.03 -0.60
O 1.6058 -1.3632 -1.5012 -1.93 2.59 1.30
F 0.0093 0.2215 -1.5436 -0.73 0.49 -0.58
S -0.3088 0.5858 2.0988 -0.47 0.08 -0.12
Cl -2.2577 1.0305 1.9574 0.55 -0.13 0.01
```
Positions in Å, forces in eV/Å.

Values from the calculation:
- spin multiplicity = 1
- HOMO-LUMO gap (alpha / beta) (eV) = 8.2 / 6.8
- calculated total energy (eV) = -29156.256
- LUMO level (alpha / beta) (eV) = -1.626 / -2.668

=====

> Look up the calculated total energy of the fourth one.

-11390.940 eV